The following is a quantum chemistry calculation of a 3-piece molecular cluster, C3H9O5 overall in a non-equilibrium geometry, from OMol25.

The geometry in XYZ format:
```
17
Properties=species:S:1:pos:R:3:forces:R:3
O -0.577 0.602 -0.118 -0.72 -0.59 1.16
C -0.948 -0.553 0.270 0.79 0.12 -1.97
O -2.078 -0.967 0.500 -0.27 -0.09 0.65
C 0.235 -1.574 0.152 -0.60 -1.79 0.58
C 1.339 -1.276 1.119 2.27 0.69 -0.20
O 2.674 -1.785 0.734 -0.49 0.02 0.26
H 0.604 -1.634 -0.881 0.09 0.78 0.05
H -0.112 -2.613 0.291 -0.22 0.33 0.29
H 1.473 -0.184 1.130 -0.28 -0.22 0.44
H 1.325 -1.708 2.122 -1.11 0.35 0.00
H 2.614 -2.040 -0.177 0.04 -0.16 -0.77
H -1.434 3.186 -1.188 0.09 -0.16 0.23
H -1.861 1.900 -0.356 0.40 0.20 -0.68
O -2.162 2.589 -1.001 -0.62 0.13 0.21
H 0.228 2.068 -1.014 0.08 -0.45 0.21
H 1.362 1.107 -1.222 -0.39 0.82 0.23
O 1.172 2.065 -1.204 0.94 0.01 -0.69
```
Positions in Å, forces in eV/Å.

Summary:
HOMO-LUMO gap = 8.797 eV
relative energy (zero: lowest compared OMol25 entry of this formula, charge and spin) = 97.8 kJ/mol
2S+1 = 1
net charge = -1
highest occupied orbital energy = -5.202 eV
electronic energy = -495.9728 Eh

Table of Mulliken atomic charges, one value per atom, all in e: -0.76 0.34 -0.71 -0.61 -0.21 -0.55 0.33 0.29 0.24 0.25 0.30 0.26 0.44 -0.68 0.43 0.28 -0.66



The following is a quantum chemistry calculation of a 2-piece molecular cluster, C3H9OPS overall in a non-equilibrium geometry, from OMol25.

The geometry in XYZ format:
```
15
Properties=species:S:1:pos:R:3:forces:R:3
C 0.484 1.511 1.289 -1.06 -0.45 0.84
C 1.396 -1.186 -0.068 0.25 -1.73 1.08
C 0.212 -0.565 -0.842 -1.32 -0.80 3.07
O -1.012 1.909 -0.945 0.30 -0.01 0.29
P -0.566 0.829 0.181 -0.78 -0.41 -1.20
S -3.259 -0.257 0.496 1.95 1.11 -0.26
H 0.353 2.610 1.470 0.12 -1.29 0.20
H 0.697 0.773 2.140 0.14 1.53 -1.22
H 1.375 -2.359 0.051 0.05 2.09 -1.31
H 2.383 -0.826 -0.489 -1.11 -0.51 1.00
H 1.243 -1.019 1.037 0.76 0.57 -1.12
H -0.606 -1.308 -0.921 0.42 0.62 -0.63
H 0.443 -0.006 -1.707 0.32 0.11 -1.30
H -1.937 2.153 -1.112 0.26 -0.57 0.45
H -3.406 1.086 0.489 -0.30 -0.24 0.13
```
Positions in Å, forces in eV/Å.

Summary:
HOMO-LUMO gap = 7.185 eV
relative energy (zero: lowest compared OMol25 entry of this formula, charge and spin) = 396.9 kJ/mol
2S+1 = 1
highest occupied orbital energy = -8.091 eV
electronic energy = -934.3871 Eh

Table of Mulliken atomic charges, one value per atom, all in e: -0.74 -0.82 -0.39 -0.49 0.60 -0.44 0.27 0.24 0.30 0.23 0.18 0.28 0.39 0.37 0.04



- Look up the relative energy (zero: lowest compared OMol25 entry of this formula, charge and spin) of the second one.
  396.9 kJ/mol



- Among the records above, which one has the lowest highest occupied orbital energy?
  C3H9OPS



- Look up the highest occupied orbital energy of the second one.
  -8.091 eV



- The lowest electronic energy belongs to which entry?
  C3H9OPS